1.
# H42O21

21 unconnected molecules or ions with the total composition H42O21 at a distorted geometry (ωB97M-V/def2-TZVPD, the OMol25 dataset).

Computed properties:
molecular weight	378.31	g mol⁻¹
net charge	0
HOMO energy	-9.846	eV
DFT total energy	-43682.8740	eV
LUMO	0.005	eV
energy above the lowest of the compared OMol25 structures with the same formula, charge and spin	67.8	kcal/mol
2S+1	1
frontier orbital gap	9.9	eV

Geometry (Å):
O1 -2.98 -1.16 -1.09
H1 -2.90 -0.34 -1.59
H2 -3.13 -1.06 -0.14
O2 -0.83 -2.12 0.27
H3 -1.41 -1.96 1.05
H4 -1.50 -2.30 -0.41
O3 2.25 -3.50 0.49
H5 2.33 -2.81 -0.20
H6 1.32 -3.70 0.52
O4 3.65 0.77 2.32
H7 3.70 -0.23 2.32
H8 3.74 1.09 1.42
O5 -2.08 -1.40 2.55
H9 -1.63 -1.94 3.20
H10 -2.11 -0.48 2.87
O6 0.54 -1.38 4.14
H11 0.42 -0.87 4.93
H12 0.64 -0.72 3.42
O7 3.24 -1.99 2.52
H13 3.12 -2.64 1.81
H14 2.49 -2.06 3.11
O8 3.84 0.30 -2.12
H15 3.36 -0.53 -1.83
H16 4.71 -0.07 -2.36
O9 -3.27 1.08 -2.95
H17 -2.50 1.46 -3.43
H18 -4.05 1.32 -3.46
O10 -1.30 1.43 -4.65
H19 -0.90 0.56 -4.65
H20 -0.65 2.12 -4.35
O11 0.62 3.11 -3.39
H21 0.41 2.84 -2.48
H22 1.54 2.81 -3.39
O12 -2.56 3.14 2.19
H23 -3.45 2.81 2.28
H24 -2.20 2.73 1.39
O13 0.29 -2.13 -2.94
H25 -0.56 -2.09 -2.46
H26 0.43 -3.06 -3.18
O14 4.26 1.87 0.17
H27 5.20 2.09 0.12
H28 3.99 1.37 -0.64
O15 -3.73 0.50 0.90
H29 -3.49 1.05 0.13
H30 -4.66 0.30 0.88
O16 -0.18 0.50 -0.15
H31 -0.03 0.69 0.80
H32 -0.56 -0.43 -0.13
O17 -2.10 -3.33 -2.41
H33 -2.51 -2.57 -1.94
H34 -2.80 -3.89 -2.77
O18 -2.23 2.07 -0.63
H35 -1.42 1.48 -0.63
H36 -2.59 2.05 -1.53
O19 0.92 0.86 2.40
H37 0.26 1.46 2.83
H38 1.84 0.94 2.73
O20 -0.34 2.83 3.63
H39 0.26 3.57 3.56
H40 -1.25 3.10 3.42
O21 2.13 -1.32 -1.21
H41 1.38 -1.58 -1.85
H42 1.82 -0.67 -0.54

Atom charges from the Löwdin analysis, given in e for atoms 1 to 5: O -0.061; H 0.030; H 0.042; O -0.068; H 0.017



2.
# C3H4MgO4Rh

A molecular structure, C3H4MgO4Rh at a distorted geometry (ωB97M-V/def2-TZVPD, the OMol25 dataset).

Computed properties:
molecular weight	231.27	g mol⁻¹
net charge	+2
HOMO energy (alpha / beta)	-16.021 / -17.546	eV
DFT total energy	-19792.5125	eV
LUMO (alpha / beta)	-9.153 / -11.196	eV
energy above the lowest of the compared OMol25 structures with the same formula, charge and spin	15.8	kcal/mol
2S+1	6
frontier orbital gap (alpha / beta)	6.9 / 6.4	eV
⟨S²⟩	8.77

Geometry (Å):
O1 -1.71 0.92 0.99
C1 -1.37 0.64 -0.29
O2 -0.47 1.58 -0.85
C2 0.76 1.75 -0.08
Mg1 -0.14 1.63 1.83
H1 -2.23 0.61 -0.98
H2 1.19 2.70 -0.42
H3 1.46 0.94 -0.38
H4 -0.69 -0.56 -0.30
O3 1.53 -1.86 -0.40
C3 0.34 -1.82 0.01
O4 -0.17 -2.77 0.65
Rh1 1.51 -3.77 0.21

Atom charges from the Löwdin analysis, given in e for atoms 1 to 5: O -0.202; C -0.337; O -0.032; C -0.036; Mg 1.300



3.
# C5H14NO3

2 unconnected molecules or ions with the total composition C5H14NO3 at a distorted geometry (ωB97M-V/def2-TZVPD, the OMol25 dataset).

Computed properties:
molecular weight	136.17	g mol⁻¹
net charge	-1
HOMO energy	-3.822	eV
DFT total energy	-13045.4521	eV
LUMO	3.666	eV
energy above the lowest of the compared OMol25 structures with the same formula, charge and spin	0.0	kcal/mol
2S+1	1
frontier orbital gap	7.5	eV

Geometry (Å):
C1 -1.10 -0.56 1.97
C2 -0.60 -0.25 0.56
C3 0.72 0.53 0.59
C4 0.65 1.83 1.36
O1 1.75 -0.26 1.18
N1 -0.36 -1.50 -0.14
C5 -0.13 -1.31 -1.63
O2 -0.93 -0.39 -2.20
H1 -1.42 0.35 2.48
H2 -1.96 -1.24 1.94
H3 -0.30 -1.04 2.54
H4 -1.31 0.41 0.05
H5 1.01 0.74 -0.44
H6 0.49 1.64 2.42
H7 1.57 2.40 1.23
H8 -0.18 2.46 1.01
H9 1.57 -1.15 0.93
H10 -1.17 -2.10 -0.02
H11 -0.26 -2.33 -2.06
H12 0.95 -1.07 -1.72
H13 -0.30 0.43 -3.13
H14 1.03 1.33 -3.17
O3 0.29 1.08 -3.73

Atom charges from the Löwdin analysis, given in e for atoms 1 to 5: C -0.063; C -0.394; C -0.417; C -0.053; O -0.053



4.
# C37H41Br2Cl2F3O12

6 unconnected molecules or ions with the total composition C37H41Br2Cl2F3O12 (ωB97M-V/def2-TZVPD, the OMol25 dataset).

Computed properties:
molecular weight	965.43	g mol⁻¹
net charge	0
HOMO energy	-8.800	eV
SMILES string	C/C(Cl)=C(\Cl)c1cc(CC[C@](F)(Br)C(F)(F)Br)c2c(c1)C(=O)C=CC2=O.O=C1CCCO1.O=C1CCCO1.O=C1CCCO1.O=C1CCCO1.O=C1CCCO1
DFT total energy	-236887.5026	eV
LUMO	-0.731	eV
2S+1	1
frontier orbital gap	8.1	eV

Geometry (Å):
C1 1.06 -5.94 -4.29
C2 1.14 -5.44 -2.88
Cl1 0.29 -3.94 -2.64
C3 1.77 -6.02 -1.86
Cl2 2.61 -7.51 -2.18
C4 1.82 -5.60 -0.43
C5 2.13 -4.31 -0.01
C6 2.19 -3.97 1.34
C7 2.54 -2.57 1.79
C8 2.05 -1.43 0.90
C9 0.59 -1.00 1.09
F1 0.53 0.21 1.72
Br1 -0.45 -2.23 2.20
C10 -0.19 -0.82 -0.24
F2 -1.30 -0.08 -0.04
F3 -0.60 -2.00 -0.72
Br2 0.86 0.09 -1.58
C11 1.91 -4.96 2.29
C12 1.57 -6.25 1.87
C13 1.54 -6.57 0.53
C14 1.20 -7.30 2.87
O1 1.29 -8.48 2.64
C15 0.69 -6.78 4.16
C16 1.02 -5.56 4.58
C17 1.95 -4.73 3.76
O2 2.70 -3.95 4.30
H1 0.09 -5.68 -4.69
H2 1.16 -7.02 -4.32
H3 1.82 -5.47 -4.92
H4 2.36 -3.58 -0.76
H5 2.24 -2.40 2.82
H6 3.63 -2.52 1.80
H7 2.63 -0.54 1.14
H8 2.26 -1.65 -0.14
H9 1.27 -7.57 0.23
H10 0.05 -7.42 4.76
H11 0.68 -5.18 5.53
O3 2.91 1.85 1.05
C18 2.76 2.69 1.89
O4 3.55 2.77 2.98
C19 3.07 3.80 3.87
C20 2.25 4.73 2.99
C21 1.70 3.77 1.94
H12 2.47 3.33 4.65
H13 3.93 4.29 4.33
H14 1.49 5.28 3.53
H15 2.91 5.46 2.50
H16 0.76 3.31 2.26
H17 1.57 4.22 0.96
O5 -1.88 -4.53 6.16
C22 -2.65 -3.75 5.68
O6 -3.24 -3.96 4.48
C23 -4.04 -2.82 4.11
C24 -4.36 -2.11 5.42
C25 -3.11 -2.42 6.25
H18 -3.44 -2.20 3.43
H19 -4.92 -3.17 3.58
H20 -4.55 -1.05 5.29
H21 -5.23 -2.56 5.88
H22 -2.32 -1.70 6.09
H23 -3.32 -2.51 7.31
O7 -0.95 -3.38 -7.77
C26 -1.13 -2.47 -7.02
O8 -0.35 -2.26 -5.93
C27 -0.85 -1.16 -5.15
C28 -1.67 -0.33 -6.13
C29 -2.21 -1.40 -7.08
H24 -1.45 -1.56 -4.33
H25 -0.01 -0.62 -4.74
H26 -2.45 0.26 -5.64
H27 -1.02 0.35 -6.68
H28 -3.14 -1.84 -6.72
H29 -2.34 -1.05 -8.10
O9 -0.38 6.69 2.33
C30 0.15 7.43 1.56
O10 1.20 8.22 1.90
C31 1.56 9.07 0.80
C32 1.01 8.37 -0.44
C33 -0.23 7.67 0.11
H30 1.10 10.05 0.96
H31 2.64 9.19 0.78
H32 0.80 9.05 -1.27
H33 1.72 7.63 -0.80
H34 -1.11 8.31 0.09
H35 -0.44 6.74 -0.38
O11 -0.33 6.28 -2.55
C34 -1.23 5.78 -3.16
O12 -2.42 6.39 -3.32
C35 -3.34 5.52 -4.00
C36 -2.47 4.52 -4.75
C37 -1.25 4.42 -3.83
H36 -3.97 5.04 -3.26
H37 -3.96 6.13 -4.66
H38 -2.97 3.58 -4.95
H39 -2.16 4.95 -5.71
H40 -1.39 3.66 -3.05
H41 -0.32 4.23 -4.36

Atom charges from the Löwdin analysis, given in e for atoms 1 to 5: C -0.125; C -0.702; Cl 0.753; C -0.613; Cl 0.731



5.
# C38H86Br6N6O26P2

A molecular structure, C38H86Br6N6O26P2 at a distorted geometry (ωB97M-V/def2-TZVPD, the OMol25 dataset).

Computed properties:
molecular weight	1584.49	g mol⁻¹
net charge	0
HOMO energy	-8.005	eV
DFT total energy	-541809.1753	eV
LUMO	0.137	eV
energy above the lowest of the compared OMol25 structures with the same formula, charge and spin	0.0	kcal/mol
2S+1	1
frontier orbital gap	8.1	eV

Geometry (Å):
C1 5.77 1.81 -2.58
Br1 4.56 2.37 -3.94
Br2 7.63 1.89 -3.17
Br3 5.27 0.05 -1.96
H1 5.73 2.43 -1.70
C2 4.59 -2.97 1.51
Br4 5.23 -3.23 3.30
Br5 3.70 -4.54 0.80
Br6 6.04 -2.47 0.33
H2 3.86 -2.17 1.52
O1 2.37 -0.59 0.27
P1 1.33 -0.67 -0.77
N1 1.83 -1.55 -2.10
C3 0.97 -1.77 -3.23
C4 2.93 -2.51 -2.02
N2 0.76 0.74 -1.42
C5 1.49 1.39 -2.48
C6 0.19 1.67 -0.44
N3 -0.09 -1.38 -0.23
C7 -1.33 -1.38 -1.02
C8 0.12 -2.62 0.51
H3 0.40 -0.87 -3.50
H4 0.24 -2.57 -3.07
H5 1.48 -2.05 -4.15
H6 2.61 -3.50 -1.69
H7 3.63 -2.17 -1.26
H8 3.42 -2.64 -2.99
H9 0.99 2.26 -2.92
H10 2.45 1.75 -2.08
H11 1.77 0.67 -3.25
H12 -0.46 2.38 -0.96
H13 -0.38 1.17 0.33
H14 1.00 2.25 0.03
H15 -1.26 -0.57 -1.76
H16 -1.38 -2.27 -1.66
H17 -2.17 -1.24 -0.35
H18 -0.81 -3.17 0.64
H19 0.58 -2.39 1.47
H20 0.82 -3.29 0.01
O2 -1.97 2.64 5.43
P2 -2.11 2.87 3.98
N4 -0.82 3.73 3.39
C9 0.29 4.04 4.28
C10 -0.67 4.21 2.05
N5 -3.47 3.67 3.49
C11 -4.74 3.00 3.84
C12 -3.53 5.10 3.73
N6 -2.13 1.41 3.15
C13 -2.73 1.31 1.84
C14 -1.15 0.44 3.59
H21 -0.05 4.27 5.29
H22 0.88 4.89 3.92
H23 0.99 3.20 4.35
H24 -1.58 4.15 1.45
H25 0.09 3.64 1.51
H26 -0.36 5.26 2.00
H27 -5.58 3.49 3.35
H28 -4.80 1.97 3.48
H29 -4.82 2.96 4.93
H30 -3.16 5.38 4.73
H31 -2.89 5.64 3.04
H32 -4.55 5.46 3.65
H33 -2.50 0.34 1.40
H34 -3.82 1.38 1.89
H35 -2.33 2.09 1.19
H36 -0.15 0.88 3.72
H37 -0.94 -0.26 2.77
H38 -1.45 -0.06 4.50
C15 -1.38 2.09 -5.93
O3 -1.12 3.38 -6.49
C16 0.12 3.80 -6.39
O4 1.01 3.23 -5.87
O5 0.27 5.00 -6.89
C17 -0.86 5.68 -7.39
H39 -1.07 1.27 -6.57
H40 -2.45 2.04 -5.72
H41 -0.83 2.01 -4.99
H42 -1.39 5.20 -8.21
H43 -0.64 6.71 -7.66
H44 -1.63 5.76 -6.61
C18 -5.44 0.01 -4.84
O6 -4.08 -0.19 -5.18
C19 -3.57 -1.40 -5.18
O7 -4.17 -2.41 -4.91
O8 -2.29 -1.31 -5.44
C20 -1.59 -2.53 -5.51
H45 -6.09 -0.76 -5.26
H46 -5.74 0.99 -5.21
H47 -5.50 0.03 -3.76
H48 -1.86 -3.14 -6.37
H49 -1.79 -3.17 -4.65
H50 -0.52 -2.34 -5.52
C21 1.28 5.01 -3.44
O9 1.24 5.21 -2.00
C22 2.37 5.48 -1.33
O10 3.32 6.06 -1.78
O11 2.14 5.21 -0.04
C23 3.14 5.44 0.94
H51 1.80 4.08 -3.64
H52 1.88 5.82 -3.86
H53 0.24 4.95 -3.73
H54 2.81 5.81 1.91
H55 3.88 6.17 0.60
H56 3.65 4.50 1.13
C24 -0.44 -7.00 0.77
O12 0.33 -7.30 1.92
C25 0.66 -6.27 2.66
O13 0.45 -5.13 2.39
O14 1.19 -6.73 3.77
C26 1.68 -5.81 4.72
H57 -1.37 -6.51 1.09
H58 -0.67 -7.89 0.20
H59 0.04 -6.29 0.08
H60 2.59 -5.33 4.35
H61 1.92 -6.33 5.64
H62 0.94 -5.04 4.96
C27 -3.76 -3.93 2.53
O15 -4.38 -3.06 1.60
C28 -4.33 -3.40 0.33
O16 -3.75 -4.32 -0.18
O17 -4.95 -2.47 -0.37
C29 -4.93 -2.61 -1.78
H63 -2.70 -3.97 2.31
H64 -4.11 -4.97 2.50
H65 -3.92 -3.52 3.51
H66 -5.37 -3.55 -2.13
H67 -3.91 -2.54 -2.14
H68 -5.57 -1.87 -2.26
C30 3.86 1.57 2.91
O18 4.70 2.37 3.73
C31 4.32 3.57 4.06
O19 3.28 4.09 3.81
O20 5.38 4.21 4.55
C32 5.15 5.56 4.89
H69 2.82 1.54 3.23
H70 4.25 0.56 3.00
H71 3.87 1.93 1.89
H72 4.77 6.17 4.07
H73 6.08 6.01 5.20
H74 4.39 5.59 5.66
C33 -1.93 -5.44 -2.93
O21 -0.64 -4.87 -3.08
C34 0.42 -5.60 -3.43
O22 0.48 -6.78 -3.57
O23 1.39 -4.71 -3.65
C35 2.59 -5.18 -4.27
H75 -2.54 -4.95 -3.69
H76 -2.34 -5.20 -1.95
H77 -2.02 -6.51 -3.11
H78 2.41 -5.99 -4.98
H79 3.22 -5.65 -3.51
H80 3.06 -4.32 -4.73
C36 -2.06 0.04 6.62
O24 -1.37 -1.12 6.14
C37 -0.27 -0.90 5.41
O25 0.28 0.13 5.23
O26 0.14 -2.10 4.95
C38 1.39 -2.05 4.28
H81 -2.39 0.68 5.81
H82 -1.51 0.57 7.40
H83 -2.94 -0.36 7.13
H84 1.50 -1.16 3.66
H85 1.46 -2.92 3.63
H86 2.24 -1.97 4.97

Atom charges from the Löwdin analysis, given in e for atoms 1 to 5: C -1.601; Br 0.644; Br 0.558; Br 0.601; H -0.030



6.
# C11H28AlBNO5P2S

A molecular structure, C11H28AlBNO5P2S at a distorted geometry (ωB97M-V/def2-TZVPD, the OMol25 dataset).

Computed properties:
molecular weight	386.16	g mol⁻¹
net charge	-1
HOMO energy	-3.293	eV
DFT total energy	-60274.1717	eV
LUMO	-0.341	eV
2S+1	1
frontier orbital gap	3.0	eV

Geometry (Å):
C1 -0.17 -2.49 0.94
C2 0.31 -3.80 0.06
B1 1.77 -4.36 0.50
O1 2.12 -4.58 1.92
Al1 3.23 -4.81 -0.90
N1 2.72 -4.49 -2.74
C3 1.59 -5.07 -3.02
S1 -0.05 -5.20 -3.42
P1 5.08 -3.40 -0.49
C4 5.73 -3.64 1.29
C5 4.42 -1.63 -0.77
H1 0.67 -2.21 1.68
H2 -1.13 -2.74 1.53
H3 -0.45 -1.63 0.23
H4 -0.54 -4.59 0.13
H5 0.39 -3.45 -1.04
H6 1.69 -5.41 2.24
H7 3.56 -6.35 -0.76
H8 6.77 -3.12 1.32
H9 5.03 -3.07 2.00
H10 5.86 -4.74 1.59
H11 5.17 -1.11 -1.48
H12 4.28 -1.02 0.20
H13 3.40 -1.60 -1.34
O2 -0.40 2.20 -0.15
P2 -1.89 2.28 0.20
O3 -2.29 3.16 -1.15
C6 -2.32 2.49 -2.40
C7 -3.53 1.58 -2.52
O4 -1.68 3.52 1.28
C8 -0.57 3.50 2.16
C9 0.47 4.51 1.70
O5 -3.56 2.29 0.60
C10 -4.28 3.42 1.08
C11 -4.50 4.50 0.04
H14 -1.39 1.93 -2.55
H15 -2.36 3.26 -3.18
H16 -3.48 0.77 -1.79
H17 -3.59 1.15 -3.52
H18 -4.45 2.13 -2.32
H19 -0.14 2.50 2.24
H20 -0.92 3.78 3.16
H21 0.72 4.37 0.64
H22 1.39 4.42 2.28
H23 0.09 5.53 1.80
H24 -3.84 3.82 1.99
H25 -5.26 3.03 1.37
H26 -3.58 5.04 -0.17
H27 -5.23 5.23 0.41
H28 -4.87 4.09 -0.89

Atom charges from the Löwdin analysis, given in e for atoms 1 to 5: C -0.144; C -0.228; B -0.500; O -0.071; Al 0.060



7.
# C4H5NO

3 unconnected molecules or ions with the total composition C4H5NO at a distorted geometry (ωB97M-V/def2-TZVPD, the OMol25 dataset).

Computed properties:
molecular weight	83.09	g mol⁻¹
net charge	0
HOMO energy	-10.668	eV
DFT total energy	-7764.2659	eV
LUMO	0.347	eV
energy above the lowest of the compared OMol25 structures with the same formula, charge and spin	52.1	kcal/mol
2S+1	1
frontier orbital gap	11.0	eV

Geometry (Å):
C1 -1.43 0.09 1.85
C2 -0.38 0.17 1.05
C3 2.69 -0.30 -1.05
O1 2.29 -1.08 -0.34
C4 -0.36 1.00 -0.13
N1 -0.33 1.66 -1.08
H1 -2.34 0.65 1.67
H2 0.18 -0.93 -3.06
H3 -1.41 -0.55 2.73
H4 0.53 -0.40 1.23
H5 0.56 -0.32 -2.88

Atom charges from the Löwdin analysis, given in e for atoms 1 to 5: C 0.041; C -0.174; C -0.002; O -0.010; C -0.254



8.
# C11H18NOS

2 unconnected molecules or ions with the total composition C11H18NOS at a distorted geometry (ωB97M-V/def2-TZVPD, the OMol25 dataset).

Computed properties:
molecular weight	212.34	g mol⁻¹
net charge	+1
HOMO energy	-11.481	eV
DFT total energy	-26059.8370	eV
LUMO	-3.207	eV
energy above the lowest of the compared OMol25 structures with the same formula, charge and spin	40.3	kcal/mol
2S+1	1
frontier orbital gap	8.3	eV

Geometry (Å):
C1 3.40 0.55 -1.98
C2 3.44 1.74 -1.37
C3 2.28 -0.25 -1.49
C4 1.65 0.50 -0.51
C5 -0.52 0.81 1.78
C6 0.17 -0.34 1.14
C7 -1.23 0.01 0.76
C8 1.86 -1.61 -1.96
C9 0.69 -1.63 1.68
C10 -1.53 0.42 -0.66
C11 -2.30 -0.85 1.35
N1 -2.58 1.52 -0.67
O1 -3.54 -0.12 1.54
S1 2.27 2.00 -0.20
H1 3.98 0.34 -2.85
H2 4.02 2.62 -1.71
H3 -0.77 0.81 2.87
H4 -0.29 1.96 1.70
H5 0.73 -1.80 -2.06
H6 2.29 -1.90 -2.88
H7 2.27 -2.35 -1.31
H8 0.85 -2.32 0.88
H9 0.14 -2.12 2.40
H10 1.61 -1.30 2.08
H11 -1.91 -0.25 -1.41
H12 -0.48 0.74 -0.93
H13 -1.92 -1.02 2.39
H14 -2.42 -1.72 0.69
H15 -3.04 1.79 -1.47
H16 -2.12 2.42 -0.26
H17 -3.37 1.17 0.01
H18 -3.60 0.18 2.46

Atom charges from the Löwdin analysis, given in e for atoms 1 to 5: C -0.127; C -0.451; C -0.332; C -0.390; C -0.073



9.
# C7H10Cl2N

A gas-phase ion, C7H10Cl2N (charge +1) at a distorted geometry (ωB97M-V/def2-TZVPD, the OMol25 dataset).

Computed properties:
molecular weight	179.07	g mol⁻¹
net charge	+1
HOMO energy	-14.237	eV
SMILES string	C=C(CC)C(Cl)=[N+]=C(C)Cl
DFT total energy	-33946.9340	eV
LUMO	-4.706	eV
energy above the lowest of the compared OMol25 structures with the same formula, charge and spin	0.0	kcal/mol
2S+1	1
frontier orbital gap	9.5	eV

Geometry (Å):
C1 -2.43 0.02 -0.99
C2 -1.24 -0.10 -0.42
C3 -1.09 -0.42 1.19
C4 0.94 0.67 2.12
C5 2.28 0.08 2.10
C6 0.02 -0.29 -2.57
C7 0.07 0.09 -1.06
N1 -0.08 -0.04 1.82
Cl1 -2.37 -1.23 1.97
Cl2 0.75 2.27 2.49
H1 -2.63 0.25 -1.99
H2 -3.41 -0.01 -0.51
H3 2.41 -0.52 3.08
H4 2.33 -0.74 1.22
H5 3.11 0.85 2.12
H6 -0.63 0.44 -3.07
H7 1.05 -0.35 -2.99
H8 -0.45 -1.25 -2.77
H9 0.74 -0.72 -0.78
H10 0.65 0.98 -0.98

Atom charges from the Löwdin analysis, given in e for atoms 1 to 5: C 0.106; C -0.231; C -0.565; C -0.769; C -0.063



- Which value of net charge does entry 4 give?
  0